DFT (the ωB97M-V functional and the def2-TZVPD basis) results for a cluster of 3 separate species, C17H28N3O6S2 in total.

Structure (ORCA input):
```
! wB97M-V def2-TZVPD RIJCOSX def2/J DEFGRID3
* xyz -1 1
C 0.067 -1.960 -0.517
C 1.385 -1.428 -1.106
C 1.191 -0.136 -1.934
C 2.342 0.876 -1.817
S 2.534 1.849 -0.290
O 2.543 0.880 0.797
O 3.785 2.555 -0.520
N 1.415 2.998 -0.142
S -0.161 2.773 0.032
O -0.701 3.868 0.814
O -0.542 1.435 0.418
C -0.753 3.092 -1.660
C -1.923 4.076 -1.729
C -3.294 3.490 -1.340
O -3.167 2.117 -0.941
C -4.218 1.311 -1.242
C -4.120 0.657 -2.600
O -5.110 1.100 -0.479
H -0.631 -1.156 -0.307
H 0.266 -2.510 0.407
H -0.411 -2.680 -1.191
H 1.781 -2.193 -1.785
H 2.116 -1.283 -0.314
H 0.247 0.306 -1.670
H 1.113 -0.410 -2.995
H 2.310 1.599 -2.633
H 3.283 0.317 -1.849
H 0.101 3.535 -2.170
H -1.032 2.159 -2.150
H -1.693 4.960 -1.138
H -1.995 4.378 -2.780
H -3.983 3.558 -2.191
H -3.740 4.050 -0.514
H -4.541 1.315 -3.362
H -4.676 -0.280 -2.567
H -3.079 0.429 -2.833
N -3.528 -2.881 1.868
C -2.212 -3.246 1.881
C -2.153 -4.607 1.737
C -3.492 -5.079 1.629
C -4.316 -3.987 1.714
H -3.862 -1.939 1.958
H -1.438 -2.507 1.989
H -1.253 -5.197 1.710
H -3.811 -6.100 1.504
H -5.389 -3.905 1.678
N 4.984 0.031 2.073
C 6.126 -0.690 1.895
C 6.408 -1.341 3.071
C 5.385 -0.993 3.994
C 4.523 -0.146 3.340
H 4.520 0.601 1.378
H 6.642 -0.682 0.950
H 7.249 -1.993 3.246
H 5.289 -1.327 5.014
H 3.619 0.339 3.666
*
```

## Properties
LUMO energy, eV: 2.530
Maximum force, eV/A: 0.916
HOMO energy, hartree: -0.2025
Calculated total energy, eV: -56509.77751

***

DFT (the ωB97M-V functional and the def2-TZVPD basis) results for the ion NO4S with charge -1 in a non-equilibrium geometry.

Structure (ORCA input):
```
! wB97M-V def2-TZVPD RIJCOSX def2/J DEFGRID3
* xyz -1 3
N -1.982 0.098 -0.141
O 0.434 0.891 -1.166
O 0.744 0.745 1.270
O -0.995 -0.576 0.209
O 1.244 -1.197 -0.175
S 0.555 0.039 0.003
*
```

## Properties
LUMO energy (alpha / beta), eV: 4.344 / 4.336
Maximum force, eV/A: 2.588
Expectation value of S²: 2.007
HOMO energy (alpha / beta), hartree: -0.1598 / -0.2080
Calculated total energy, eV: -20513.88871
ΔE to the lowest compared entry with this formula, charge and spin, eV: 0.2173

***

DFT (the ωB97M-V functional and the def2-TZVPD basis) results for a structure of composition C39H30GaN12O2 in a non-equilibrium geometry.

Structure (ORCA input):
```
! wB97M-V def2-TZVPD RIJCOSX def2/J DEFGRID3
* xyz 1 1
Ga 5.473 -16.783 10.382
C 1.587 -21.546 12.590
C 2.062 -22.212 11.450
C 2.862 -21.542 10.525
C 3.350 -20.302 10.857
C 4.181 -19.412 10.102
N 4.337 -18.261 10.882
C 3.605 -18.369 12.069
N 3.403 -17.401 13.009
C 4.091 -16.259 12.957
C 3.846 -15.096 13.848
C 2.889 -14.929 14.830
C 2.847 -13.753 15.599
C 3.768 -12.765 15.331
C 4.699 -12.925 14.258
C 4.811 -14.125 13.546
C 5.571 -14.596 12.377
N 6.452 -13.827 11.676
C 7.082 -14.273 10.603
N 6.826 -15.402 9.874
C 7.560 -15.444 8.722
N 7.644 -16.305 7.686
C 6.826 -17.333 7.652
N 5.837 -17.659 8.615
C 5.232 -18.770 8.159
N 4.519 -19.701 8.814
C 5.701 -19.137 6.800
C 5.394 -20.185 5.954
C 6.077 -20.255 4.744
C 7.140 -19.452 4.433
C 7.517 -18.453 5.371
C 6.746 -18.267 6.534
C 8.397 -14.258 8.716
C 9.479 -13.861 7.912
C 10.241 -12.779 8.236
C 9.927 -12.043 9.337
C 8.777 -12.318 10.117
C 8.130 -13.536 9.896
N 5.136 -15.889 12.094
C 2.934 -19.647 12.056
C 2.028 -20.213 12.856
H 0.997 -22.168 13.258
H 1.702 -23.232 11.339
H 3.132 -21.988 9.574
H 2.114 -15.667 14.896
H 2.123 -13.668 16.443
H 3.872 -11.875 15.931
H 5.201 -12.032 13.920
H 4.668 -20.940 6.200
H 5.790 -20.952 3.938
H 7.559 -19.546 3.416
H 8.355 -17.780 5.179
H 9.675 -14.458 7.028
H 11.061 -12.488 7.558
H 10.567 -11.215 9.610
H 8.374 -11.565 10.769
H 1.694 -19.676 13.753
C 8.966 -17.368 13.183
N 8.493 -18.694 12.882
C 7.432 -18.861 12.064
N 6.808 -20.048 12.127
O 7.124 -17.924 11.290
H 8.102 -16.681 13.289
H 9.625 -16.924 12.434
H 9.644 -17.328 14.011
H 8.742 -19.388 13.579
H 7.037 -20.786 12.765
H 6.064 -20.210 11.423
N 3.700 -15.859 9.495
C 3.074 -15.256 8.704
N 2.329 -14.505 7.946
C 2.507 -13.030 7.798
C 3.000 -12.781 6.345
O 2.060 -13.286 5.415
C 1.868 -14.687 5.542
C 1.370 -15.021 6.958
H 3.189 -12.628 8.540
H 1.556 -12.540 7.939
H 3.994 -13.171 6.177
H 3.084 -11.684 6.258
H 2.814 -15.212 5.328
H 1.059 -15.012 4.917
H 1.214 -16.086 7.151
H 0.401 -14.560 7.182
*
```

## Properties
LUMO energy (alpha / beta), eV: -3.941 / -3.939
Maximum force, eV/A: 3.849
HOMO energy (alpha / beta), hartree: -0.3286 / -0.3266
Calculated total energy, eV: -115280.32879

***

DFT (the ωB97M-V functional and the def2-TZVPD basis) results for the molecule C4H7NO.

Structure (ORCA input):
```
! wB97M-V def2-TZVPD RIJCOSX def2/J DEFGRID3
* xyz 0 1
N -1.767 0.403 0.877
C -0.631 -0.352 1.087
O -0.652 -1.415 1.690
C 0.679 0.185 0.640
C 0.611 0.393 -1.222
C 1.333 -0.656 -0.364
H -1.660 1.403 0.799
H -2.561 0.103 1.427
H 0.260 1.180 -0.441
H -0.262 0.024 -1.755
H 1.286 1.013 -1.811
H 2.420 -0.613 -0.423
H 0.944 -1.666 -0.504
*
```

## Properties
LUMO energy, eV: 0.745
Maximum force, eV/A: 0.347
HOMO energy, hartree: -0.3191
Calculated total energy, eV: -7795.94279
ΔE to the lowest compared entry with this formula, charge and spin, eV: 3.7016

***

DFT (the ωB97M-V functional and the def2-TZVPD basis) results for a cluster of 2 separate species, H2N5O2 in total in a non-equilibrium geometry.

Structure (ORCA input):
```
! wB97M-V def2-TZVPD RIJCOSX def2/J DEFGRID3
* xyz -1 1
N 1.176 -1.029 -1.949
N 1.147 -1.016 -0.677
N 0.573 -2.118 -0.184
N 0.560 -2.107 -2.366
N 0.149 -2.835 -1.204
O 0.268 -2.342 -3.520
O -0.559 -3.833 -1.173
H 3.484 -0.131 -1.703
H 4.078 -0.561 -1.742
*
```

## Properties
LUMO energy, eV: 5.137
Maximum force, eV/A: 3.494
HOMO energy, hartree: -0.1342
Calculated total energy, eV: -11573.06521
ΔE to the lowest compared entry with this formula, charge and spin, eV: 1.1026

***

DFT (the ωB97M-V functional and the def2-TZVPD basis) results for a structure of composition H20O10 in a non-equilibrium geometry.

Structure (ORCA input):
```
! wB97M-V def2-TZVPD RIJCOSX def2/J DEFGRID3
* xyz 0 1
O 1.725 -14.550 -5.470
H 2.056 -13.667 -5.305
H 1.836 -14.676 -6.413
O -0.942 -14.178 -9.547
H -1.873 -14.137 -9.328
H -0.787 -13.398 -10.080
O 1.920 -11.778 -6.482
H 1.351 -11.393 -5.815
H 1.445 -11.656 -7.303
O -0.468 -11.107 -7.235
H -0.551 -11.599 -8.052
H -1.043 -10.351 -7.351
O 2.243 -14.480 -7.401
H 3.192 -14.398 -7.497
H 1.931 -14.705 -8.277
O 0.546 -12.902 -8.376
H -0.165 -13.464 -8.683
H 1.119 -13.488 -7.882
O -0.563 -12.251 -10.470
H 0.256 -12.658 -10.750
H -0.370 -11.313 -10.449
O -2.009 -12.011 -8.869
H -2.311 -11.116 -9.025
H -1.539 -12.249 -9.668
O 0.905 -15.421 -9.009
H 1.272 -15.862 -9.776
H 0.163 -14.923 -9.352
O 1.358 -11.150 -9.278
H 0.840 -11.920 -9.046
H 0.769 -10.410 -9.132
*
```

## Properties
LUMO energy, eV: -0.466
Maximum force, eV/A: 9.344
HOMO energy, hartree: -0.3130
Calculated total energy, eV: -20790.71178
ΔE to the lowest compared entry with this formula, charge and spin, eV: 11.9008

***

DFT (the ωB97M-V functional and the def2-TZVPD basis) results for a structure of composition C25H43CoNP2 in a non-equilibrium geometry.

Structure (ORCA input):
```
! wB97M-V def2-TZVPD RIJCOSX def2/J DEFGRID3
* xyz 1 5
Co 0.071 -0.399 0.878
C -0.742 -1.935 2.339
C 0.645 -2.056 1.914
C 0.502 -0.419 3.562
C -0.802 -0.932 3.353
C 1.407 -1.085 2.681
C -1.859 -2.854 2.007
H -1.598 -3.496 1.165
H -2.740 -2.263 1.729
H -2.143 -3.489 2.861
C -2.023 -0.524 4.073
H -2.909 -0.861 3.526
H -2.072 0.568 4.149
H -2.071 -0.936 5.091
C 0.850 0.624 4.546
H 0.734 0.241 5.571
H 0.186 1.496 4.437
H 1.885 0.964 4.426
C 2.884 -1.104 2.815
H 3.198 -1.781 3.630
H 3.276 -0.107 3.050
H 3.353 -1.449 1.890
C 1.243 -3.206 1.186
H 1.640 -3.965 1.883
H 2.070 -2.859 0.549
H 0.499 -3.678 0.532
C -1.801 0.993 -3.331
C -1.883 -0.354 -3.253
C -1.154 -1.287 -4.194
C 0.316 -0.929 -4.303
C 0.932 -0.315 -3.072
C 1.131 1.024 -2.949
C 0.503 2.083 -3.852
C -0.939 1.755 -4.311
H -1.648 -1.274 -5.178
H 0.458 -0.275 -5.164
H -1.281 -2.317 -3.848
H -0.935 1.224 -5.273
H -2.560 1.641 -2.864
H -2.706 -0.822 -2.701
H -1.461 2.704 -4.510
H 0.513 3.096 -3.390
H 2.022 1.378 -2.430
H 1.112 2.220 -4.766
H 0.880 -1.834 -4.553
H 1.541 -1.008 -2.490
P -1.595 0.321 -0.292
P 1.594 1.446 0.612
C -0.803 1.867 -0.924
C 0.481 2.544 -0.326
H -1.579 2.639 -1.078
H -0.499 1.436 -1.885
H 1.056 3.017 -1.138
H 0.144 3.314 0.389
C 2.314 2.505 1.908
H 2.908 1.921 2.628
H 1.492 3.012 2.437
H 2.966 3.243 1.411
C 2.937 0.618 -0.267
H 3.452 1.329 -0.933
H 2.524 -0.224 -0.854
H 3.658 0.204 0.463
C -3.364 0.306 -0.043
H -3.663 -0.666 0.406
H -3.854 0.450 -1.026
H -3.605 1.138 0.653
C -0.871 -1.298 -0.850
H 0.096 -1.631 -0.408
H -0.606 -1.250 -1.905
H -1.607 -2.101 -0.753
N -1.285 2.249 2.540
C -0.815 1.413 1.825
*
```

## Properties
LUMO energy (alpha / beta), eV: -2.042 / -3.800
Maximum force, eV/A: 4.516
Expectation value of S²: 6.045
HOMO energy (alpha / beta), hartree: -0.3524 / -0.4064
Calculated total energy, eV: -84305.01437

***

DFT (the ωB97M-V functional and the def2-TZVPD basis) results for a cluster of 11 separate species, BF4H20O10 in total.

Structure (ORCA input):
```
! wB97M-V def2-TZVPD RIJCOSX def2/J DEFGRID3
* xyz -1 1
B 2.476 13.517 -15.006
F 1.242 13.654 -15.678
F 2.916 12.174 -15.096
F 3.373 14.375 -15.643
F 2.392 13.805 -13.646
O 5.469 13.216 -13.565
H 5.310 13.459 -12.649
H 4.615 13.359 -13.989
O 3.835 9.751 -14.093
H 4.667 9.613 -14.552
H 3.503 10.587 -14.448
O -0.847 13.411 -13.844
H 0.017 13.262 -14.254
H -1.477 13.182 -14.530
O -0.109 15.924 -16.848
H 0.291 15.078 -16.613
H 0.651 16.443 -17.135
O 2.581 12.213 -18.074
H 2.256 12.405 -17.186
H 3.134 11.436 -17.952
O 2.576 16.880 -14.565
H 2.010 16.706 -13.798
H 2.753 15.993 -14.901
O 7.257 15.020 -15.397
H 7.256 15.758 -14.783
H 6.378 14.638 -15.298
O -0.765 12.749 -17.599
H -0.372 11.970 -17.194
H -1.602 12.876 -17.145
O 0.453 16.001 -12.977
H -0.327 16.138 -13.523
H 0.459 15.050 -12.824
O 2.958 15.886 -17.993
H 2.957 15.293 -18.749
H 3.330 15.350 -17.281
*
```

## Properties
LUMO energy, eV: 2.577
Maximum force, eV/A: 0.611
HOMO energy, hartree: -0.2711
Calculated total energy, eV: -32356.32429
ΔE to the lowest compared entry with this formula, charge and spin, eV: 0.4796

***

Among the records above, which one has the lowest calculated total energy? C39H30GaN12O2

***

Which of these has the highest maximum force? H20O10

***

maximum force of number 4 (C4H7NO)? 0.347 eV/A